Arrangement a

30
Properties=species:S:1:pos:R:3 method="wB97M-V/def2-TZVPD" smiles="C=CC(N)=C(C)C.O.O.O.O" gap_ha=0.287 homo_energy_ha=-0.290 lumo_ev=-0.097
C -1.694 -2.572 -0.457
C -1.805 -1.485 0.267
C -0.784 -0.384 0.231
N 0.318 -0.581 1.138
C -1.027 0.747 -0.429
C -0.035 1.823 -0.627
C -2.472 0.974 -0.898
H -2.515 -3.331 -0.502
H -0.823 -2.862 -0.992
H -2.590 -1.385 0.946
H 0.723 -1.509 1.064
H 1.171 0.029 0.911
H -0.529 2.847 -0.638
H 0.487 1.720 -1.499
H 0.707 1.986 0.211
H -2.525 0.302 -1.802
H -3.361 0.574 -0.292
H -2.713 2.003 -0.904
O 1.947 -0.271 -2.123
H 2.555 0.344 -2.253
H 1.190 0.057 -2.722
O 2.637 1.391 0.456
H 2.748 2.216 -0.061
H 3.289 0.739 0.213
O 2.559 -2.594 0.373
H 2.177 -2.861 -0.386
H 2.775 -1.720 0.020
O -1.546 2.313 2.337
H -0.775 1.671 2.171
H -2.087 1.911 1.684

***

Arrangement b

30
Properties=species:S:1:pos:R:3 method="wB97M-V/def2-TZVPD" smiles=COCCNCCOC.O.O gap_ha=0.379 homo_energy_ha=-0.350 lumo_ev=0.799
C -0.935 1.258 -3.228
O -0.544 0.914 -1.933
C 0.815 1.136 -1.676
C 1.137 0.781 -0.235
N 1.200 -0.672 -0.004
C 1.679 -1.033 1.332
C 0.775 -0.626 2.458
O 0.819 0.752 2.701
C -0.178 1.140 3.644
H -1.901 0.792 -3.416
H -0.219 0.867 -3.960
H -1.025 2.342 -3.356
H 1.081 2.188 -1.840
H 1.434 0.526 -2.357
H 0.356 1.193 0.400
H 2.092 1.270 0.011
H 1.845 -1.060 -0.684
H 2.715 -0.694 1.500
H 1.741 -2.126 1.369
H 1.101 -1.158 3.366
H -0.240 -0.997 2.237
H -0.026 2.199 3.838
H -0.027 0.605 4.587
H -1.167 0.955 3.222
O -3.062 -2.487 -2.506
H -2.587 -1.971 -1.828
H -2.924 -3.401 -2.246
O -1.626 -1.157 -0.464
H -1.601 -0.254 -0.812
H -0.728 -1.282 -0.122

***

Arrangement c

30
Properties=species:S:1:pos:R:3 method="wB97M-V/def2-TZVPD" smiles="C=CC[C@H](CO)NC.O.O.O" gap_ha=0.361 homo_energy_ha=-0.345 lumo_ev=0.445
C -0.721 -1.044 2.958
C -0.714 -1.436 1.697
C -1.096 -0.523 0.546
C 0.112 0.271 0.030
C -0.378 1.434 -0.843
O -0.788 2.474 0.072
N 1.150 -0.466 -0.708
C 2.074 -1.214 0.142
H -0.414 -1.609 3.829
H -1.153 -0.092 3.236
H -0.241 -2.368 1.403
H -1.579 -1.122 -0.221
H -1.834 0.138 0.996
H 0.559 0.686 0.944
H -1.208 1.272 -1.518
H 0.438 1.759 -1.502
H -0.493 3.325 -0.265
H 1.773 0.227 -1.113
H 2.685 -1.873 -0.482
H 2.776 -0.632 0.756
H 1.625 -1.892 0.861
O 0.607 3.608 2.156
H -0.283 3.250 2.249
H 0.906 3.080 1.409
O 1.101 -1.402 -3.458
H 0.591 -0.634 -3.196
H 1.559 -1.680 -2.659
O -2.119 -1.105 -2.171
H -2.021 -0.794 -3.074
H -2.912 -1.637 -2.074

***

Last place for stability: arrangement a

***

Arrangement a

21
Properties=species:S:1:pos:R:3 method="wB97M-V/def2-TZVPD" gap_ha="0.311 / 0.311" homo_energy_ha="-0.304 / -0.304" lumo_ev="0.196 / 0.196"
C 0.481 -0.043 -1.614
C 0.090 1.385 -1.696
O 1.737 -0.017 0.076
O 2.240 1.257 0.447
H 1.469 1.639 0.922
H 1.462 -0.291 -1.993
H -0.248 -0.740 -2.011
H 0.823 2.031 -1.219
H 0.043 1.655 -2.760
H -0.896 1.574 -1.273
C -1.963 -0.823 0.069
N -0.525 -0.967 0.269
C 0.050 -0.205 1.354
N 0.559 -0.984 2.397
O -0.269 0.969 1.510
H -0.221 -1.933 0.273
H 1.154 -1.752 2.115
H 0.986 -0.399 3.102
H -2.226 0.228 0.164
H -2.215 -1.181 -0.932
H -2.532 -1.404 0.801

***

Arrangement b

21
Properties=species:S:1:pos:R:3 method="wB97M-V/def2-TZVPD" smiles=C[C@@H](N)N(O)CC(O)O gap_ha=0.356 homo_energy_ha=-0.335 lumo_ev=0.557
C 1.859 -1.417 0.281
C 1.166 -0.064 0.408
N 2.165 0.969 0.289
N 0.161 0.109 -0.668
O -0.589 -1.164 -0.917
C -0.795 1.167 -0.433
C -2.106 0.715 0.326
O -2.993 0.121 -0.556
O -1.806 -0.100 1.414
H 1.165 -2.233 0.461
H 2.660 -1.459 1.012
H 2.288 -1.525 -0.714
H 0.707 0.027 1.402
H 2.583 0.950 -0.634
H 1.783 1.892 0.447
H -0.192 -1.515 -1.724
H -0.319 1.954 0.152
H -1.118 1.568 -1.399
H -2.601 1.606 0.726
H -2.535 -0.653 -0.942
H -1.484 -0.947 1.070

***

Last place for stability: arrangement a

***

Arrangement a

17
Properties=species:S:1:pos:R:3 method="wB97M-V/def2-TZVPD" gap_ha="0.254 / 0.273" homo_energy_ha="-0.261 / -0.271" lumo_ev="-0.191 / 0.053"
C 1.248 -0.347 -0.718
C 0.716 0.965 -0.737
C -1.271 -1.473 -0.627
C 1.629 1.884 0.178
C -1.405 -1.762 0.802
N -0.697 1.073 -0.533
S 2.470 -1.335 -0.779
S -1.738 0.019 -1.354
H 0.817 1.310 -1.783
H -1.615 -2.335 -1.375
H 1.359 2.993 0.301
H 2.618 1.608 -0.179
H 1.428 1.626 1.298
H -2.228 -2.472 1.069
H -1.517 -0.732 1.265
H -0.464 -2.255 1.308
H -0.891 1.002 0.450

***

Arrangement b

17
Properties=species:S:1:pos:R:3 method="wB97M-V/def2-TZVPD" smiles="C=NSCC[C@H]1CS1" gap_ha=0.346 homo_energy_ha=-0.314 lumo_ev=0.871
C -2.544 -1.664 0.277
N -1.971 -0.576 0.616
S -1.695 0.543 -0.638
C -0.642 1.828 0.139
C 0.614 1.217 0.764
C 1.488 0.482 -0.278
C 2.959 0.092 0.001
S 1.714 -1.308 -0.121
H -3.093 -1.818 -0.669
H -2.609 -2.488 0.975
H -0.433 2.636 -0.547
H -1.286 2.230 0.938
H 0.274 0.487 1.571
H 1.149 2.013 1.296
H 1.305 0.826 -1.324
H 3.243 0.420 1.010
H 3.695 0.236 -0.838

***

Last place for stability: arrangement a

***

Arrangement a

15
Properties=species:S:1:pos:R:3 method="wB97M-V/def2-TZVPD" gap_ha=0.365 homo_energy_ha=-0.334 lumo_ev=0.824
C 0.805 -0.325 -0.647
C -0.028 -0.904 0.513
C -1.401 -0.245 0.345
C -0.878 1.220 0.167
C 0.622 0.887 0.262
H 2.273 -1.885 -1.654
H 0.312 -0.255 -1.605
H 0.035 -1.925 0.801
H -1.946 -0.575 -0.544
H -2.016 -0.379 1.267
H -1.164 1.928 0.978
H -1.132 1.639 -0.870
H 1.344 1.678 0.340
O 0.652 0.001 1.420
S 2.523 -0.861 -0.774

***

Arrangement b

15
Properties=species:S:1:pos:R:3 method="wB97M-V/def2-TZVPD" smiles=C1OC[C@@H]2C[C@H]2S1 gap_ha=0.346 homo_energy_ha=-0.310 lumo_ev=0.976
C -0.024 -1.365 -0.889
O -1.217 -0.884 -0.592
C -1.629 -0.326 0.596
C -0.343 0.165 1.090
C 0.384 1.422 1.455
C 0.261 1.002 0.121
S 1.353 0.092 -0.879
H -0.015 -1.678 -1.864
H 0.206 -1.924 -0.060
H -2.439 0.505 0.299
H -2.144 -0.982 1.434
H 0.081 -0.801 1.516
H -0.192 2.319 1.777
H 1.264 1.301 1.982
H -0.568 1.470 -0.522

***

Last place for stability: arrangement b

***

Arrangement a

15
Properties=species:S:1:pos:R:3 method="wB97M-V/def2-TZVPD" smiles=C[C@]12CSC[C@@H]1O2 gap_ha=0.349 homo_energy_ha=-0.327 lumo_ev=0.622
C 0.333 1.398 0.867
C 0.403 -0.066 0.478
C 1.273 -0.402 -0.742
S -0.192 -0.465 -1.964
C -1.536 -0.374 -0.452
C -0.581 -1.114 0.383
O 0.189 -0.883 1.663
H 1.119 1.394 1.849
H -0.781 1.441 1.085
H 0.838 2.165 -0.021
H 1.666 -1.415 -0.817
H 1.956 0.372 -0.948
H -2.501 -0.708 -0.898
H -1.841 0.691 -0.373
H -0.347 -2.034 -0.109

***

Arrangement b

15
Properties=species:S:1:pos:R:3 method="wB97M-V/def2-TZVPD" smiles=C1CSC2(CC2)O1 gap_ha=0.339 homo_energy_ha=-0.304 lumo_ev=0.950
C 1.123 -0.919 -1.151
C -0.162 -0.379 -1.871
S -0.985 0.653 -0.721
C -0.017 0.029 0.682
C -0.462 0.014 2.086
C 0.566 0.998 1.706
O 0.827 -0.991 0.234
H 1.306 -1.953 -1.493
H 2.036 -0.284 -1.313
H -0.726 -1.273 -2.084
H 0.127 0.136 -2.755
H -0.186 -0.911 2.575
H -1.444 0.393 2.301
H 1.588 0.861 2.021
H 0.163 2.053 1.692

***

Arrangement c

15
Properties=species:S:1:pos:R:3 method="wB97M-V/def2-TZVPD" smiles="C=C[C@@H](O)[C@@H]1CS1" gap_ha=0.349 homo_energy_ha=-0.321 lumo_ev=0.762
C -2.366 -0.784 -0.450
C -1.120 -1.156 -0.271
C 0.108 -0.354 -0.499
O 0.144 0.388 -1.688
C 0.661 0.506 0.883
C 1.994 1.109 0.794
S 1.850 -0.485 1.735
H -3.100 -1.495 -0.366
H -2.581 0.264 -0.587
H -1.072 -2.172 -0.015
H 0.968 -1.035 -0.553
H -0.103 1.301 -1.585
H -0.294 0.804 1.276
H 2.644 1.206 -0.092
H 2.267 1.904 1.418

***

Last place for stability: arrangement a

***

Arrangement a

12
Properties=species:S:1:pos:R:3 method="wB97M-V/def2-TZVPD" gap_ha="0.300 / 0.300" homo_energy_ha="-0.331 / -0.331" lumo_ev="-0.850 / -0.850"
H -1.821 -0.283 1.990
N -1.045 -0.903 1.859
C -0.030 -0.381 1.476
N 0.165 1.048 1.221
S -1.063 2.059 1.194
N 1.392 1.360 1.379
H 1.666 2.271 1.231
H 0.952 -0.919 1.418
N -0.075 -0.363 -1.392
H -0.380 -1.171 -1.841
H 0.637 -0.120 -2.061
H -0.799 0.287 -1.658

***

Arrangement b

12
Properties=species:S:1:pos:R:3 method="wB97M-V/def2-TZVPD" smiles="[H]/N=C(/NN)NS" gap_ha=0.351 homo_energy_ha=-0.327 lumo_ev=0.663
H -2.345 0.406 0.998
N -1.967 -0.001 0.168
C -0.701 -0.157 0.102
N -0.175 -1.035 -0.784
N 1.177 -1.300 -0.911
N 0.205 0.495 1.001
S 1.314 1.617 0.450
H -0.801 -1.309 -1.506
H 1.494 -1.480 0.015
H 1.654 -0.454 -1.181
H -0.274 0.759 1.865
H 0.419 2.458 -0.217

***

Last place for stability: arrangement a

***

Arrangement a

12
Properties=species:S:1:pos:R:3 method="wB97M-V/def2-TZVPD" gap_ha="0.314 / 0.300" homo_energy_ha="-0.309 / -0.291" lumo_ev="0.143 / 0.261"
C -2.717 0.734 -0.725
C -2.056 0.012 0.173
C 0.411 0.510 0.541
C 2.446 -0.855 0.012
N 1.058 -0.453 0.128
F -2.268 -0.984 1.033
Cl 0.584 2.054 1.032
H -3.687 0.471 -1.275
H -2.187 1.552 -1.136
H 3.268 -0.130 -0.346
H 2.508 -1.724 -0.508
H 2.640 -1.188 1.071

***

Arrangement b

12
Properties=species:S:1:pos:R:3 method="wB97M-V/def2-TZVPD" smiles="FC1=C(Cl)CNC1" gap_ha=0.359 homo_energy_ha=-0.334 lumo_ev=0.682
F 0.937 0.736 -2.355
C 0.148 0.270 -1.223
C -0.034 1.190 -0.179
Cl 0.232 2.860 -0.193
C -0.199 0.465 1.189
N -0.151 -1.024 0.792
C 0.249 -1.162 -0.723
H -1.144 0.828 1.731
H 0.522 0.699 1.956
H -1.177 -1.345 0.971
H 1.200 -1.636 -0.845
H -0.583 -1.881 -1.119

***

Last place for stability: arrangement a

***

Arrangement a

22
Properties=species:S:1:pos:R:3 method="wB97M-V/def2-TZVPD" charge=+2 gap_ha=0.544 homo_energy_ha=-0.808 lumo_ev=-7.162
C -0.788 0.249 -1.415
C 0.770 0.405 -1.358
C -0.069 0.743 0.811
C 0.042 -1.146 0.178
C -2.321 -0.074 0.620
C 2.334 -0.114 0.621
N -1.028 -0.089 0.101
N 0.997 -0.012 0.087
H -1.352 1.201 -1.627
H -1.117 -0.618 -1.964
H 1.335 -0.400 -2.001
H 1.091 1.402 -1.540
H 0.002 1.832 0.421
H -0.157 0.690 1.902
H 0.182 -1.665 1.082
H -0.159 -1.889 -0.565
H -2.510 0.911 1.052
H -3.099 -0.263 -0.114
H -2.371 -0.855 1.380
H 2.508 -0.832 1.410
H 3.051 -0.307 -0.142
H 2.660 0.830 1.061

***

Arrangement b

22
Properties=species:S:1:pos:R:3 method="wB97M-V/def2-TZVPD" smiles="C=[NH+]/C=C/C[C@H](C)[NH3+]" charge=+2 gap_ha=0.353 homo_energy_ha=-0.656 lumo_ev=-8.222
C 0.575 3.703 1.558
N 0.155 2.455 1.699
C 0.631 1.417 0.655
C 0.225 0.154 0.619
C 0.649 -0.805 -0.361
C -0.507 -1.449 -1.209
C -1.590 -1.940 -0.356
N 0.102 -2.616 -2.070
H 1.130 4.070 0.682
H 0.308 4.391 2.418
H -0.379 2.237 2.523
H 1.455 1.949 0.104
H -0.704 -0.086 1.286
H 1.490 -0.585 -1.152
H 0.997 -1.815 0.182
H -0.871 -0.599 -1.832
H -2.442 -2.524 -0.757
H -2.176 -1.076 0.165
H -1.246 -2.647 0.362
H -0.032 -3.430 -1.475
H -0.403 -2.742 -3.023
H 1.175 -2.498 -2.323

***

Last place for stability: arrangement a

***

Arrangement a

8
Properties=species:S:1:pos:R:3 method="wB97M-V/def2-TZVPD" gap_ha="0.296 / 0.251" homo_energy_ha="-0.344 / -0.323" lumo_ev="-1.306 / -1.982"
C -0.024 -0.477 0.322
P 0.616 0.641 -0.979
S 2.773 -0.842 -2.841
H 0.373 -0.274 1.323
H -1.052 -0.396 0.219
H 0.271 -1.520 0.011
H -0.188 -0.221 -1.755
H 1.849 -1.724 -2.427

***

Arrangement b

8
Properties=species:S:1:pos:R:3 method="wB97M-V/def2-TZVPD" gap_ha=0.277 homo_energy_ha=-0.303 lumo_ev=-0.726
C -1.284 -0.711 -0.152
P 0.953 0.548 0.008
S 2.656 -0.312 -0.291
H -1.302 -0.760 0.817
H -1.680 0.224 -0.648
H -1.059 -1.563 -0.707
H 0.773 0.742 1.464
H 0.943 1.832 -0.491

***

Arrangement c

8
Properties=species:S:1:pos:R:3 method="wB97M-V/def2-TZVPD" smiles=CSP gap_ha=0.357 homo_energy_ha=-0.321 lumo_ev=0.974
C -1.107 -0.514 0.339
S 0.599 -1.277 0.202
P 1.893 0.336 0.012
H -1.771 -1.186 -0.174
H -1.199 -0.220 1.349
H -1.082 0.489 -0.162
H 0.905 1.453 -0.047
H 1.847 0.456 -1.272

***

Last place for stability: arrangement a

***

Arrangement a

24
Properties=species:S:1:pos:R:3 method="wB97M-V/def2-TZVPD" charge=+1 s2=0.75 gap_ha="0.399 / 0.220" homo_energy_ha="-0.519 / -0.518" lumo_ev="-3.260 / -8.106" spin_multiplicity=2
C -0.108 -1.530 -0.469
C 1.281 -1.890 0.036
C 1.538 -1.377 1.434
C 1.026 -1.894 2.537
N -0.351 -0.095 -0.518
C -1.435 0.441 -1.328
O -1.612 1.782 -1.132
H -0.823 -1.834 0.295
H -0.397 -1.938 -1.431
H 1.248 -2.970 0.113
H 2.071 -1.644 -0.666
H 2.124 -0.469 1.479
H 1.173 -1.412 3.495
H 0.458 -2.812 2.519
H -0.314 0.367 0.398
H -1.201 0.195 -2.371
H -2.342 -0.070 -1.002
H -0.776 2.292 -1.245
H -2.038 2.674 0.776
H -0.799 2.298 1.602
O -1.738 2.488 1.676
H 1.315 1.845 -1.644
H 0.735 2.824 -2.743
O 0.967 2.729 -1.812

***

Arrangement b

24
Properties=species:S:1:pos:R:3 method="wB97M-V/def2-TZVPD" charge=+1 s2=0.76 gap_ha="0.410 / 0.231" homo_energy_ha="-0.533 / -0.532" lumo_ev="-3.328 / -8.187" spin_multiplicity=2
C -0.251 -1.729 -0.664
C 0.969 -1.531 -1.731
O 1.695 -0.139 -1.914
C 0.144 -1.254 0.752
N -0.692 -0.697 1.762
C -0.908 0.759 1.613
C -1.923 1.291 0.624
O -1.426 1.296 -0.718
H -0.559 -2.795 -0.570
H -1.156 -1.079 -1.103
H 1.631 -2.150 -1.249
H 0.488 -1.591 -2.689
H 2.237 0.025 -1.139
H 1.113 -0.659 0.681
H 0.721 -2.175 1.203
H -1.765 -1.138 2.004
H 0.090 1.166 1.470
H -1.136 1.169 2.579
H -2.286 2.215 0.840
H -2.771 0.541 0.485
H -0.974 0.493 -0.920
H 1.979 1.551 -0.457
H 1.812 2.566 0.400
O 1.885 1.532 0.453

***

Last place for stability: arrangement b

***

Arrangement a

13
Properties=species:S:1:pos:R:3 method="wB97M-V/def2-TZVPD" gap_ha="0.311 / 0.311" homo_energy_ha="-0.308 / -0.308" lumo_ev="0.071 / 0.071"
C -2.453 -0.088 -0.011
C 0.508 0.889 -0.124
C 2.092 -0.781 0.036
N -0.348 1.680 -0.391
N -0.741 -0.889 0.437
O -3.422 0.477 -0.446
O -1.631 -0.903 -0.701
O -1.736 -0.116 1.140
O 1.683 0.614 0.136
H 1.237 -1.492 0.487
H 3.083 -0.814 0.679
H 2.415 -1.145 -0.928
H -0.687 2.568 -0.314

***

Arrangement b

13
Properties=species:S:1:pos:R:3 method="wB97M-V/def2-TZVPD" smiles="C=NOC(=O)/C=[N+](/[O-])O" gap_ha=0.363 homo_energy_ha=-0.353 lumo_ev=0.253
C 0.224 1.876 0.064
N 0.559 1.364 -1.033
O 1.482 0.398 -0.915
C 1.252 -0.372 0.203
O 2.065 -1.018 0.684
C -0.203 -0.600 0.772
N -1.063 -1.200 0.044
O -2.139 -1.763 0.402
O -0.730 -1.219 -1.272
H -0.458 2.677 0.018
H 0.749 1.540 1.007
H -0.199 -0.622 1.835
H -1.539 -1.060 -1.811

***

Last place for stability: arrangement a

***

Arrangement a

10
Properties=species:S:1:pos:R:3 method="wB97M-V/def2-TZVPD" gap_ha="0.326 / 0.299" homo_energy_ha="-0.349 / -0.322" lumo_ev="-0.617 / -0.617"
C 0.730 -0.624 0.210
C -0.408 0.222 -0.056
N -0.570 1.286 0.749
O 1.655 -0.375 0.927
O 0.627 -1.876 -0.408
F -1.643 -0.385 -0.401
H 0.730 0.343 -1.796
H 0.301 1.510 1.225
H -0.037 -1.919 -1.072
H -1.385 1.817 0.621

***

Arrangement b

10
Properties=species:S:1:pos:R:3 method="wB97M-V/def2-TZVPD" gap_ha=0.426 homo_energy_ha=-0.435 lumo_ev=-0.241
C 0.166 0.165 -0.024
C -1.081 -0.351 -0.566
N -2.350 0.233 0.045
O -2.566 -0.139 1.152
O -2.846 1.062 -0.620
F -1.092 -2.012 0.055
H 0.436 1.115 -0.568
H 0.794 -0.698 -0.221
H 0.094 0.543 0.943
H -1.066 -0.713 -1.587

***

Last place for stability: arrangement b